[1]
39
Properties=species:S:1:pos:R:3:forces:R:3:lowdin_charge:R:1 method="wB97M-V/def2-TZVPD" fmax_ev_per_a=0.6 energy_ev=-29971.779 total_charge=0 orbital_gap_ha=0.11868 lumo_ev=-2.848
H -3.793766 -1.479424 -1.069186 0.0968 -0.1885 -0.0531 0.023
C 1.412723 -2.379910 -1.246703 -0.2901 0.0225 0.0386 -0.374
H -3.526707 -0.736791 -2.666506 0.1437 -0.0887 -0.0960 0.013
C 2.268437 1.296938 -0.174293 -0.0115 -0.0556 -0.1655 -0.530
H 0.685440 -4.508030 0.737477 -0.0736 -0.1307 -0.0380 0.067
H 1.422447 1.175980 -2.129830 -0.0012 -0.0216 -0.1380 0.045
H -0.109216 0.562124 1.931913 -0.1397 0.1014 0.2423 -0.066
H -3.224387 -0.044977 1.376655 -0.1219 -0.1417 0.0854 0.058
C 0.621012 -3.442582 0.953501 0.0965 0.0065 -0.0311 -0.120
P -2.772055 0.783664 -0.895213 -0.0216 0.4950 -0.3519 0.694
H 3.904535 0.231538 -0.328857 0.0526 -0.1879 0.0290 0.090
N 0.030452 -1.940833 -1.457124 0.2667 0.2803 0.1286 -0.189
H -0.057724 -1.765967 -2.453751 -0.2008 -0.0622 -0.0253 0.007
H -1.826315 2.246309 1.195783 0.1688 0.0839 0.0585 0.022
C 1.091567 1.407953 -1.121610 0.1007 -0.1924 0.2769 -0.212
O 3.448724 0.880730 -0.867704 0.0485 0.2731 0.0257 -0.050
C -2.841610 2.069175 1.548297 -0.3613 -0.2008 0.0936 -0.211
H -4.534304 0.978408 0.743416 -0.1699 -0.0675 0.1211 0.059
C 2.558893 2.636290 0.547567 -0.0022 0.2380 0.3620 -0.118
O -0.129381 -0.323251 1.564130 0.2482 0.0506 -0.2654 -0.377
In -0.444536 -0.113839 -0.492088 -0.3518 -0.2531 -0.2498 0.629
H -4.841119 -0.194316 -1.645444 -0.1281 0.0400 -0.0490 0.013
H 1.644419 3.238401 0.536400 -0.0772 0.1780 -0.0184 0.061
H 3.388268 3.092714 -0.016494 0.0888 -0.0809 -0.1957 0.046
H -2.819307 1.903496 2.623732 0.0980 0.0391 0.1232 0.064
C 1.721963 -2.688249 0.217194 0.1733 -0.3117 0.0523 -0.280
H 2.617417 -3.314406 0.226548 0.2100 0.0800 0.0318 0.096
H 1.985608 -1.784894 0.769058 -0.2189 0.2179 -0.0029 0.071
H 2.842179 2.459633 1.587448 0.2717 0.1172 0.0997 0.085
Li 3.161312 4.821683 0.674130 -0.2504 -0.4118 -0.0291 0.873
H 2.145047 -1.634215 -1.585804 0.1984 -0.0230 -0.1118 0.082
H 0.712137 -3.301443 2.026823 -0.0066 -0.0307 0.1250 0.066
H 1.594228 -3.291717 -1.826756 0.0111 -0.0753 -0.0957 0.099
C -3.456211 0.864964 0.829288 0.4375 0.0005 -0.1827 -0.541
H 2.075708 0.579778 0.626169 -0.0340 -0.1097 0.0682 0.094
H 0.646064 2.400657 -1.111284 -0.0634 0.1517 -0.1042 0.018
C -3.812086 -0.551915 -1.636160 -0.1175 0.0039 0.3375 -0.412
H -0.358026 -3.097100 0.643451 -0.1278 0.0750 0.0193 0.047
H -3.431829 2.963425 1.365830 0.0585 0.1790 -0.1148 0.059

[2]
37
Properties=species:S:1:pos:R:3:forces:R:3:lowdin_charge:R:1 method="wB97M-V/def2-TZVPD" fmax_ev_per_a=3.3 energy_ev=-32184.624 total_charge=+1 orbital_gap_ha=0.38938 lumo_ev=-3.009 relative_energy_ev=0.979
H 1.092125 -1.614201 3.573087 0.6862 -0.1500 0.8086 0.091
H -2.413245 3.887609 -1.060263 0.6746 -0.2431 -0.6598 0.091
C 1.682955 -1.464711 -1.590643 -0.1989 -0.0320 -0.0920 -0.435
O -1.096675 1.774799 -0.235733 3.1435 0.0655 1.1149 -0.163
H 1.421585 -3.625761 -1.240283 0.0172 0.0908 0.2880 0.084
C -2.107855 1.692229 -1.180443 0.3540 -0.5847 -1.7285 -0.466
C -2.920065 2.926119 -0.977963 -1.1284 1.1209 0.2098 -0.051
H -2.623505 0.788939 -0.854453 -0.8381 -0.0354 -0.8070 0.139
H 1.151885 -0.718821 -2.182013 -0.7386 0.4782 1.0258 0.118
H -0.683055 0.042169 4.249557 -0.0832 0.0394 0.1527 0.150
C 0.884525 -2.779311 -1.668293 0.4499 0.2443 -0.4459 -0.037
C -0.134275 -0.007941 3.309117 0.0843 -0.7332 -0.0865 -0.534
K 1.545385 1.742649 0.560377 -0.2325 -0.2961 -0.0901 0.916
H 2.586215 -1.595621 0.142697 0.1238 -0.1559 0.1851 0.088
C 3.022815 -1.416411 -2.291383 0.7679 -0.8519 -0.2618 -0.057
C 1.253895 -0.536411 3.590227 -0.9233 -0.5401 -0.6578 -0.019
H -3.843135 3.040039 -1.546353 0.0019 -0.3857 -0.0337 0.092
H -0.897265 -1.780241 2.833787 -0.8644 -0.5121 -0.2985 0.088
H -0.126285 -2.717201 -1.265173 0.2103 0.2107 0.3684 0.078
H -0.819145 1.699729 3.013357 0.0541 0.5988 -0.1502 0.105
H 1.642245 -0.099781 4.510357 0.2679 -0.3918 -0.1956 0.098
O -0.003125 1.259679 2.764237 0.0136 2.6504 -0.2028 -0.129
H -0.630155 2.162539 -2.804873 -0.2033 0.0681 -0.0838 0.078
H -2.256025 1.540289 -3.349473 0.2158 0.3623 -0.1686 0.080
H 3.546075 -2.371991 -2.257213 0.2837 -0.0191 0.4559 0.087
H -1.099165 0.429889 -2.717793 0.2409 0.0581 0.2219 0.058
H 3.621775 -0.622451 -1.845313 0.1401 -0.1226 0.0089 0.081
C -1.444135 1.459839 -2.626663 -1.3874 -0.0696 1.8471 0.000
H -1.450025 1.892439 0.649087 -0.3029 -0.0861 -0.0331 0.065
H -1.951095 -0.469551 2.227897 0.1504 -0.0644 -0.3711 0.094
H -0.356545 -1.020071 1.411297 -0.2929 0.5395 -0.3307 0.077
H 1.878385 -0.358771 2.714697 0.2854 0.2637 0.1010 0.062
H 2.996225 -1.213561 -3.362013 -0.5315 0.1549 -0.0024 0.089
H -3.165175 2.968219 0.083277 -0.5777 -0.2894 0.1638 0.079
O 1.884545 -1.027591 -0.183793 -0.6688 0.1452 -1.2468 -0.144
H 0.732085 -3.047871 -2.713633 0.1582 0.1249 -0.2011 0.086
C -0.922775 -0.818891 2.320697 0.6483 -1.6526 1.1959 -0.039

[3]
44
Properties=species:S:1:pos:R:3:forces:R:3:lowdin_charge:R:1 method="wB97M-V/def2-TZVPD" fmax_ev_per_a=0.1 energy_ev=-46297.006 total_charge=+3 orbital_gap_ha=0.30775 lumo_ev=-10.530 relative_energy_ev=0.000
H 0.787678 -2.253642 1.086492 -0.0153 -0.0052 -0.0181 0.103
H 3.485643 3.996982 -0.122792 -0.0006 0.0055 -0.0016 0.082
C -2.565846 -2.236739 -2.016585 -0.0053 -0.0014 0.0164 -0.724
N 2.508023 -0.348522 -3.481754 0.0131 -0.0080 0.0135 0.168
N 0.736394 1.149227 -0.834288 -0.0509 -0.0746 -0.0038 -0.103
H -3.516045 -0.700402 -3.012527 -0.0045 0.0008 0.0039 0.187
H -1.032232 0.806449 2.506304 0.0062 -0.0016 -0.0071 0.124
S -1.288565 -2.660764 -0.940419 0.0304 0.0346 0.0007 0.795
N -2.817705 -0.952918 -2.322654 0.0003 -0.0043 0.0111 -0.004
C 0.751689 -1.026289 3.230311 0.0115 0.0005 -0.0088 -0.166
H -2.413942 -1.355260 1.074528 -0.0132 0.0069 0.0250 0.079
Rh -0.505566 -0.562855 -0.451535 -0.0231 0.0598 -0.0545 0.873
H -0.975929 -2.213610 2.625725 0.0030 -0.0075 -0.0053 0.114
H 0.584169 3.254560 0.646363 -0.0002 0.0055 0.0011 0.118
H 1.061840 4.256881 -0.716235 -0.0092 -0.0051 -0.0049 0.136
H 3.283611 -0.063593 -4.060888 -0.0020 -0.0012 -0.0015 0.138
H -2.615264 0.227585 0.790751 0.0027 -0.0054 -0.0145 0.112
N -1.917174 -0.463034 1.064091 -0.0107 -0.0593 -0.0255 -0.076
N 0.989903 -1.308931 0.760557 -0.0085 0.0376 0.0923 -0.054
H 1.796375 -1.408512 0.147194 0.0142 0.0146 0.0172 0.110
C 1.374997 -0.479402 1.960223 0.0309 -0.0413 -0.0162 -0.191
C 2.023466 0.441428 -2.534814 -0.0353 -0.0306 0.0090 -0.622
H 3.053136 2.950125 1.236488 -0.0016 0.0028 0.0018 0.083
H 0.963098 -0.312717 4.028540 0.0037 0.0089 -0.0094 0.139
H -2.560530 0.839544 -1.518010 0.0029 -0.0011 0.0050 0.140
H 2.571282 4.648171 1.226511 0.0054 0.0006 0.0007 0.098
N -3.316011 -3.179528 -2.537372 0.0004 0.0037 -0.0046 0.184
C -1.557170 -0.148560 2.493622 0.0277 -0.0142 0.0268 -0.166
N -1.969323 0.083791 -1.865281 0.0530 0.0136 -0.0104 -0.019
H 1.252728 -1.952671 3.519319 -0.0038 0.0014 0.0074 0.134
H -3.158734 -4.149182 -2.295109 0.0006 0.0000 -0.0001 0.144
C 1.473331 2.204006 -0.932467 0.0126 0.0234 -0.0155 -0.532
H -2.503773 -0.001844 3.014417 0.0018 0.0024 0.0015 0.140
H -4.074567 -2.993685 -3.181316 0.0055 -0.0008 -0.0068 0.157
H 2.461505 -0.480045 2.043278 0.0008 -0.0119 -0.0091 0.138
C -0.755462 -1.272536 3.143534 -0.0429 0.0125 0.0165 -0.166
C 1.378206 3.423934 -0.082767 0.0181 -0.0067 0.0137 -0.212
H -1.129707 -1.426249 4.155046 -0.0030 -0.0048 -0.0050 0.136
N 1.019869 0.146485 -1.729339 -0.0174 0.0227 -0.0191 -0.127
H 2.149665 -1.281052 -3.616634 -0.0074 0.0057 -0.0090 0.137
S 2.649620 2.032900 -2.204947 0.0146 0.0184 0.0086 1.238
H -1.450487 0.459035 -2.661917 -0.0043 -0.0011 -0.0029 0.133
H 1.062258 0.544543 1.762766 0.0045 0.0084 -0.0103 0.089
C 2.705548 3.766900 0.603592 -0.0050 -0.0043 -0.0080 -0.068

[4]
47
Properties=species:S:1:pos:R:3:forces:R:3:lowdin_charge:R:1 method="wB97M-V/def2-TZVPD" fmax_ev_per_a=3.4 energy_ev=-62027.327 total_charge=-1 orbital_gap_ha=0.23705 lumo_ev=2.451 relative_energy_ev=0.790
H -4.159157 3.376912 -2.429129 0.1741 -0.1205 0.1568 0.079
H -0.761331 3.269614 2.903819 -0.2528 0.2176 0.0526 0.114
O 3.075269 1.794999 -3.049627 -0.6983 -0.7586 -0.2604 -0.063
H -0.539369 -3.848452 -1.176647 0.2570 0.4959 0.0982 0.112
H -0.252115 -5.444015 -2.828326 -0.0463 0.0735 -0.1496 0.070
C 1.642010 -3.612022 -0.952077 -0.8618 -0.4317 0.8243 -0.216
H -0.482121 5.366665 1.847636 -0.0702 0.1040 -0.1594 0.075
O 1.626757 -2.321262 -1.518890 0.6602 0.0373 -0.2522 -0.085
O -0.831221 2.212453 -0.262506 0.5823 -0.1848 -0.4161 -0.068
H -1.676854 2.295841 -3.693690 0.1069 -0.1730 0.0228 0.100
H 2.523793 -2.452283 3.460026 0.2824 -0.3778 0.4622 0.112
H 4.578782 -1.861997 4.620350 0.1770 0.0537 0.6788 0.084
C -3.179022 1.187625 -2.943815 1.9052 -0.7405 -0.3112 -0.217
H 1.214496 -0.599682 2.938148 0.1832 0.2512 -0.1243 0.105
H 2.550567 -4.155437 -1.225001 -0.1060 -0.0299 -0.3019 0.128
C 0.394280 -4.395633 -1.304087 -0.0657 -1.3711 -1.0123 -0.212
O 3.727267 -1.575546 4.971472 0.1850 0.0215 -1.1754 -0.058
H -1.597164 2.351656 -0.826791 0.0678 0.2130 -0.0598 0.052
C 2.213424 1.016092 -2.579015 2.4226 2.3340 -0.3433 -0.941
H -0.767660 1.364984 1.558755 -0.0192 0.1057 0.1422 0.098
C -0.475087 3.434789 1.854638 -0.4134 -0.0026 0.4639 -0.241
O -0.959788 4.686821 1.363220 0.2827 -0.1974 0.3295 -0.063
H 1.667353 -3.560729 0.139370 -0.0225 0.5220 -0.0240 0.122
V 0.375451 -0.253550 -1.222318 2.0219 0.5475 -1.4287 1.004
H 0.614693 3.379442 1.901726 0.0639 -0.0312 -0.7139 0.128
H 1.865109 -2.471320 -2.443965 -0.2140 0.6895 -0.0705 0.121
H 2.418523 0.592844 5.208073 0.0425 0.0980 -0.0684 0.072
H 0.310212 -5.329481 -0.736998 0.2811 0.2814 0.6213 0.112
H -3.917194 1.310450 -0.904836 0.0895 0.4263 0.0698 0.117
C -1.129418 2.301131 1.117405 -0.0101 -0.9344 -0.3681 -0.242
O 1.946985 0.693138 4.373692 0.4113 0.1251 -0.3242 -0.073
O -0.796513 -1.194421 -1.790137 -0.1548 0.6037 -0.2039 -0.398
O -4.845746 2.738113 -2.207813 -0.0450 0.1382 0.4823 -0.070
O 0.495243 -4.860260 -2.681098 0.1669 0.4995 0.2966 -0.086
O 0.306924 -0.372794 0.334133 -0.0929 -0.2050 1.1219 -0.348
O 2.256409 0.783594 -1.275666 -2.3113 -1.7828 0.2948 -0.176
H -2.717415 0.208554 -2.789594 -0.7188 -0.4268 -0.0620 0.102
H 0.973052 -1.024261 4.613086 0.2876 -0.7220 -0.1116 0.116
C 2.966275 -1.492041 3.768325 -2.0250 -0.3393 -0.7457 -0.254
C 1.716865 -0.632884 3.905161 -0.2875 0.3961 0.7976 -0.244
H -3.603465 1.253822 -3.945182 -0.0251 0.0378 -0.0497 0.124
H -2.218353 2.304836 1.229927 0.0315 0.3127 0.2849 0.124
H -5.046529 0.762003 -2.143865 0.0819 -0.2007 0.2268 0.121
O 1.263408 0.473790 -3.258975 -1.4645 -1.0383 1.1944 -0.141
C -4.244438 1.473291 -1.935332 -0.4074 0.2568 -0.8608 -0.243
O -2.004610 2.035953 -2.829300 -1.1392 0.6588 0.4588 -0.079
H 3.481423 -1.211364 2.845701 0.6872 0.5674 0.5165 0.127

Respective highest occupied orbital energy values: -6.078; -13.604; -18.904; -3.999 eV.